[1]
49
Properties=species:S:1:pos:R:3 method="wB97M-V/def2-TZVPD" e_above_lowest_kj_mol=0.00 energy_ev=-58776.894 orbital_gap_ev=7.2 homo_ev=-7.1 lumo_energy_ev=0.1
C -1.616 0.550 -1.164
C 7.333 -1.986 -0.054
H 8.391 -2.064 -0.077
C -5.900 3.956 -1.082
H 0.375 -3.898 0.915
H 1.613 0.386 0.276
C -0.716 -0.719 -1.232
H 0.231 -0.515 -1.833
H -1.817 0.894 -2.131
C 0.852 -1.781 0.278
H -6.663 3.602 -1.781
H -6.862 5.945 -0.661
C 5.142 -1.975 -1.010
H 4.072 -4.207 1.352
C -4.900 3.097 -0.627
H -3.597 -1.093 1.191
C 4.539 -1.965 0.348
C 2.108 -1.316 0.028
C -2.945 0.225 -0.512
H -2.987 5.146 1.234
H -1.502 -1.948 1.811
Cl 7.401 -2.013 -2.676
C 6.536 -1.974 -1.185
H -3.383 -0.524 -1.098
C 2.508 -3.290 0.790
N -4.844 1.757 -1.006
C 5.368 -1.806 1.424
O 3.066 -4.330 1.359
C -1.647 -1.598 0.802
O -3.072 2.500 0.315
N -0.404 -1.092 0.110
H -2.023 -2.515 0.195
C -4.913 5.701 0.190
N 3.140 -2.174 0.427
C -3.968 3.532 0.230
H -1.035 1.365 -0.648
C -3.719 1.484 -0.395
Cl 7.878 -1.929 2.614
O 2.183 -0.019 -0.424
H 4.889 -1.641 2.386
C -3.818 4.889 0.605
C 1.139 -3.129 0.620
C -2.744 -0.478 0.846
C -5.995 5.257 -0.547
H -1.331 -1.464 -1.716
H -2.494 0.350 1.501
H -5.097 6.749 0.530
H 4.458 -2.040 -1.781
C 6.768 -1.904 1.262

[2]
50
Properties=species:S:1:pos:R:3 method="wB97M-V/def2-TZVPD" e_above_lowest_kj_mol=0.00 energy_ev=-69447.252 total_charge=-1 orbital_gap_ev="4.8 / 5.2" homo_ev="-2.0 / -4.6" s2=6.08 multiplicity=5 lumo_energy_ev="2.8 / 0.6"
Rh 0.209 0.389 -0.315
N -0.981 -0.996 -1.187
C -2.457 -1.846 2.086
C 3.704 0.087 -3.416
H -0.427 -0.849 -3.183
C -3.387 -3.309 0.410
C 0.212 1.858 4.258
O -1.624 2.543 0.168
C -1.160 1.794 -0.658
C 1.038 2.847 4.669
H 4.706 0.355 -3.069
O -1.637 1.809 -1.944
C 1.173 2.050 1.977
H -3.542 2.570 -1.601
C 0.216 1.387 2.892
N -0.798 -0.202 1.304
H -2.400 -1.531 3.117
H -0.473 1.402 4.965
C -1.857 -2.417 -2.908
C 2.745 -0.082 -2.253
C 1.999 3.077 2.495
S 1.969 -1.315 0.045
H -2.304 3.781 -1.952
H -1.863 -2.680 -3.958
C -2.674 -3.110 -1.977
H 2.683 3.541 1.793
C -0.652 0.381 2.570
C -2.622 -2.713 -0.621
C 2.977 -1.066 -1.277
H 3.792 -0.838 -3.993
H 3.878 -3.014 -1.366
C -3.301 -2.879 1.735
H -3.326 -3.920 -2.281
H -1.295 0.027 3.362
H -3.901 -3.360 2.498
C -1.048 -1.399 -2.493
H 4.784 -1.794 -2.271
C 1.956 3.486 3.802
H 4.833 -1.818 -0.505
C -1.667 -1.216 1.081
S 1.438 0.976 -2.237
H 3.354 0.873 -4.082
H -4.056 -4.123 0.148
O 1.308 1.745 0.740
Cl 0.981 3.368 6.345
C -2.652 2.780 -2.193
H 2.597 4.276 4.170
H -2.878 2.698 -3.254
C 4.190 -1.969 -1.374
C -1.758 -1.653 -0.260

[3]
54
Properties=species:S:1:pos:R:3 method="wB97M-V/def2-TZVPD" energy_ev=-77634.052 total_charge=+1 orbital_gap_ev="7.6 / 6.2" homo_ev="-10.8 / -10.7" s2=0.76 multiplicity=2 lumo_energy_ev="-3.1 / -4.4"
H -6.773 1.534 -3.069
S 0.045 -1.434 -2.250
H -2.412 -3.067 -1.761
C -8.726 1.807 -1.264
C 0.472 1.936 -0.478
O 0.796 2.873 -1.145
C -6.894 1.036 0.279
C 1.866 -1.481 -2.441
C -0.738 1.762 3.558
H -4.442 0.801 -2.696
C -7.314 1.359 -1.000
C -5.586 0.632 0.491
C -3.345 0.117 -0.359
C 0.009 2.017 0.943
C -0.488 3.034 3.032
C -5.133 0.867 -1.866
O 0.538 0.662 -0.872
H -7.584 1.102 1.108
C 2.713 -1.236 -1.189
H 0.263 -5.130 0.277
F -8.755 3.045 -1.788
H -0.446 4.910 3.411
N -0.249 0.816 1.448
C 0.407 -4.090 0.575
H 2.541 -4.125 0.554
O -1.086 -1.152 4.180
Re -0.304 -0.850 0.170
C -0.611 0.683 2.722
H 3.694 -1.691 -1.324
C -1.473 -3.595 -1.584
H 0.137 4.115 1.242
H 2.104 -0.711 -3.173
H 2.858 -0.168 -1.037
C -0.407 -3.168 -2.567
H 1.856 -3.731 -1.012
F -9.472 1.824 -0.152
C -4.696 0.541 -0.579
O -0.632 4.074 3.856
O -0.544 -1.542 2.040
H -0.782 -3.226 -3.588
H 0.477 -3.795 -2.497
S -1.096 -3.169 0.124
F -9.337 0.998 -2.148
C 1.744 -3.573 0.058
H -1.025 1.625 4.591
C -0.796 -0.756 3.092
C -2.197 -0.245 -0.167
C -0.093 3.160 1.698
C -6.435 1.277 -2.073
S 2.035 -1.795 0.393
H -5.249 0.381 1.488
H 2.094 -2.443 -2.898
H 0.382 -4.056 1.664
H -1.675 -4.665 -1.644

[4]
48
Properties=species:S:1:pos:R:3 method="wB97M-V/def2-TZVPD" e_above_lowest_kj_mol=220.27 energy_ev=-35891.539 orbital_gap_ev=7.8 homo_ev=-7.8 lumo_energy_ev=-0.1
C 1.762 -1.994 0.752
C -4.220 0.760 -1.527
H -2.617 -0.269 0.440
H -5.145 -0.762 -0.432
N -2.352 3.604 -0.200
H -3.549 0.212 -2.154
H -5.164 0.631 -2.060
H -4.488 4.122 -1.256
H 2.976 -5.098 -2.928
H 0.302 -2.440 2.146
H 3.156 -1.051 -0.593
H 6.212 -5.309 -0.030
C -0.668 1.516 0.150
C 4.608 -5.514 -1.472
H 1.357 1.885 1.834
H -4.912 0.545 0.511
H 1.890 4.308 2.847
C -0.359 2.699 0.695
H 0.391 6.172 2.232
F 5.350 -6.186 -2.441
C 0.798 2.825 1.564
C 0.165 0.264 0.391
C 5.206 -5.094 -0.301
H 4.822 -3.997 1.615
N -3.813 2.215 -1.233
C -0.276 -0.663 1.218
C 2.134 -1.030 -0.119
C 0.516 -1.770 1.364
O 2.536 -3.061 1.133
C -1.238 3.801 0.445
C 3.231 -3.780 0.209
H 1.695 -3.941 -1.179
C 0.322 5.207 1.711
H -1.279 5.846 0.509
C 3.407 -4.982 -1.928
C 2.704 -4.104 -1.008
H -5.050 3.238 -2.502
C 1.154 4.079 2.142
N -4.827 3.203 -1.477
C 4.441 -4.324 0.603
C -2.634 2.390 -0.628
C -0.722 4.976 0.801
O -3.370 -0.837 0.330
H 1.568 0.850 -1.097
N -1.816 1.360 -0.400
C -4.419 -0.038 -0.247
H -1.123 -0.515 1.979
C 1.336 0.054 -0.409

[5]
53
Properties=species:S:1:pos:R:3 method="wB97M-V/def2-TZVPD" e_above_lowest_kj_mol=0.00 energy_ev=-54507.229 total_charge=+1 orbital_gap_ev="6.7 / 7.1" homo_ev="-11.9 / -12.0" s2=0.77 multiplicity=2 lumo_energy_ev="-5.2 / -4.9"
O -2.054 -2.455 -0.808
C -3.634 1.555 1.227
S -1.451 -1.574 -1.909
C 0.624 -4.682 2.036
C -2.829 2.627 1.584
H -4.696 1.698 1.086
H -3.657 -0.539 0.758
H -3.105 -3.178 1.231
H 1.171 -5.403 1.445
C -0.701 -2.706 -4.236
H 3.154 -4.302 -5.509
C -1.298 -3.233 2.435
C -0.712 -2.810 3.652
C -3.065 0.313 1.064
H -1.223 -2.072 4.256
C -0.966 1.132 1.588
C -1.473 2.402 1.769
H -3.182 5.957 1.711
C 4.140 -1.103 0.805
O -4.671 3.993 2.123
C 0.735 -3.132 -2.332
N 3.267 -1.478 1.736
C 2.031 -1.411 1.578
H -3.010 -1.937 2.557
H 0.990 -2.983 -1.287
F 2.315 -4.708 3.639
H 0.083 0.914 1.715
C 0.488 -3.329 4.070
H 2.461 -4.325 -2.713
H 0.951 -3.028 5.000
H -1.580 -2.236 -4.652
H -1.062 -4.546 0.726
C -0.602 -4.185 1.643
H -0.798 3.191 2.072
H -0.082 -3.592 -6.076
H -1.848 5.019 1.154
C -0.397 -2.549 -2.892
C 1.568 -3.882 -3.136
C -3.506 3.964 1.801
C 1.288 -4.059 -4.495
C 2.224 -4.853 -5.356
C 1.143 -4.242 3.247
N -2.732 5.060 1.628
H 2.480 -5.800 -4.882
N 0.848 -1.352 1.562
O -2.412 -0.900 -2.702
Tc -0.924 -1.722 0.746
H 1.789 -5.059 -6.331
N -1.751 0.096 1.254
N 4.926 -0.823 0.010
C 0.146 -3.465 -5.026
C -2.466 -2.584 1.876
O -0.568 -0.699 -1.033

[6]
49
Properties=species:S:1:pos:R:3 method="wB97M-V/def2-TZVPD" energy_ev=-45708.216 total_charge=+3 orbital_gap_ev="6.3 / 5.4" homo_ev="-17.1 / -17.3" s2=1.04 multiplicity=2 lumo_energy_ev="-10.8 / -12.0"
H -2.188 -5.596 1.012
C -3.144 -2.070 -1.745
C 2.923 5.974 4.676
C -3.881 -4.224 -2.489
C 2.558 -1.689 -4.154
Ir -1.215 -0.129 -0.681
C -1.184 -2.374 1.250
N -3.040 -0.613 -1.727
S -0.944 1.389 0.881
C 2.922 4.581 2.716
N 0.703 0.300 -1.007
H -0.921 -4.074 2.519
C 3.567 5.467 3.527
C 3.338 -1.036 -3.198
C 0.754 1.739 0.650
N 0.919 3.275 2.318
N -1.725 -1.865 0.147
H 3.383 4.180 1.825
H 3.330 0.142 -1.404
C 1.340 -0.373 -2.055
C -1.365 -3.711 1.603
H -4.392 -4.821 -3.231
N 1.420 1.122 -0.320
C -3.364 -4.814 -1.368
C -2.661 -4.037 -0.410
C -2.073 -4.546 0.770
C -2.510 -2.669 -0.657
H -0.084 4.435 4.424
C 0.555 -1.043 -3.014
C -3.793 -2.820 -2.675
N 1.474 2.620 1.346
H -3.728 -0.233 -1.069
H -0.590 -1.707 1.860
H 0.573 -2.166 -4.832
H 3.456 6.657 5.325
H -4.280 -2.357 -3.526
H 1.124 6.027 5.871
H -0.529 -1.015 -2.951
H -3.248 -0.193 -2.631
H 4.571 5.790 3.290
C 1.163 -1.682 -4.067
C 0.931 4.737 4.191
H 4.416 -1.058 -3.277
C 2.743 -0.367 -2.154
H -3.480 -5.876 -1.201
C 1.600 5.615 4.993
H -0.061 3.118 2.565
C 1.597 4.195 3.058
H 3.036 -2.206 -4.975

[7]
48
Properties=species:S:1:pos:R:3 method="wB97M-V/def2-TZVPD" e_above_lowest_kj_mol=196.26 energy_ev=-58648.693 total_charge=+2 orbital_gap_ev=5.0 homo_ev=-13.8 lumo_energy_ev=-8.8
H -1.555 6.267 -3.863
C -1.104 -0.917 0.202
H 3.328 -3.704 -0.206
H 3.477 -2.053 5.023
H -4.335 0.021 -2.948
H 2.035 3.984 -1.311
N -0.082 -0.627 -0.634
H -2.148 4.451 -2.305
C -0.776 5.756 -3.313
C 2.996 -2.482 4.155
Te -0.631 2.673 -0.270
H -5.658 -1.258 0.943
N 1.103 -1.241 -0.202
C 0.553 6.123 -3.481
H 1.328 -4.075 1.062
C -4.134 -0.289 -1.933
C -1.113 4.733 -2.439
C -2.844 -0.312 -1.444
H -1.494 -2.355 1.732
C 3.699 -2.932 0.466
C -3.553 -1.056 0.714
C 1.253 4.465 -1.885
H 1.345 -3.279 5.267
H 0.804 6.921 -4.166
Ta -0.129 0.861 -2.139
H 4.547 -1.861 2.816
H 0.193 -1.823 1.669
S 3.797 -1.366 -0.469
C 1.786 -3.611 1.928
C 2.185 -0.836 -0.737
C 1.193 -3.734 3.177
C 2.994 -2.936 1.789
H 4.771 -3.096 0.600
C -4.854 -1.010 0.266
H -3.355 -1.341 1.736
H 0.272 -4.292 3.283
H 2.594 5.780 -2.908
C -0.834 -1.511 1.543
H -1.057 -0.738 2.287
O -1.828 0.168 -2.206
C -0.088 4.106 -1.723
C 3.597 -2.374 2.911
C 1.563 5.482 -2.775
C -2.490 -0.725 -0.155
S 2.162 0.510 -1.897
H -6.168 -0.647 -1.399
C 1.796 -3.168 4.291
C -5.143 -0.652 -1.054

[8]
52
Properties=species:S:1:pos:R:3 method="wB97M-V/def2-TZVPD" e_above_lowest_kj_mol=2.10 energy_ev=-97755.142 total_charge=+1 orbital_gap_ev="7.5 / 7.6" homo_ev="-10.6 / -10.7" s2=2.01 multiplicity=3 lumo_energy_ev="-3.1 / -3.1"
C -2.386 -1.175 -2.099
C -3.168 -2.775 -0.067
H 5.885 1.839 -0.941
H 0.998 0.563 6.523
S -0.273 2.274 -0.997
H 2.559 0.015 -2.883
H -2.503 4.116 1.100
C 4.882 1.433 -0.927
H -3.014 1.842 1.308
C 1.196 0.235 1.810
H 0.645 -2.452 -2.939
H 4.545 1.789 1.168
C 4.152 1.416 0.234
C -1.071 -1.025 4.346
C 0.657 -1.564 -4.919
N 0.304 -0.351 -3.001
H -4.577 -3.633 -1.419
H -1.033 -0.811 6.478
N -1.714 -1.074 -0.928
H 0.846 -2.392 -5.583
H 0.024 1.619 -3.685
C -0.403 -0.675 3.189
H -2.072 -0.503 -2.881
C 0.554 -1.580 -3.569
C -3.410 -2.055 -2.323
C -2.149 -1.822 0.111
H -3.903 -2.080 -3.284
N 2.274 0.854 1.509
C 2.856 0.881 0.254
C -0.544 -0.560 5.546
N 0.293 -0.416 0.989
H 4.838 0.873 -3.020
N -1.731 -1.640 1.411
H -3.452 -3.363 0.794
C 0.612 0.221 5.572
C 0.742 0.098 3.214
N -1.764 3.864 0.465
C 1.279 0.559 4.399
C -0.684 -0.972 1.766
H 2.182 1.155 4.406
C 3.025 0.422 -1.999
C 0.219 0.581 -3.914
H -1.151 4.584 0.128
S 0.436 0.025 -5.501
N -2.317 1.651 0.607
H -1.961 -1.639 4.313
C -3.788 -2.905 -1.280
H -2.189 0.700 0.298
C 4.308 0.905 -2.079
Ni 0.203 -0.068 -0.920
N 2.282 0.413 -0.874
C -1.541 2.600 0.095